Density functional theory data (ωB97M-V with the def2-TZVPD basis set) for a molecular structure, C50H38ClF3InNO4S7Sb2.

Values from the calculation:
E_tot in eV: -176922.262
Charge: -2
Orbital gap in eV: 5.7
ΔE to the lowest compared entry with this formula, charge and spin in kJ/mol: 236.63

Geometry (Å):
In  0.1708  1.8593  -1.3566
S  -3.3550  -4.6257  -5.0572
C  -2.6365  -3.3298  -4.2943
S  -0.9959  -2.8687  -4.5034
C  -0.8822  -1.5316  -3.3649
C  -2.0733  -1.2908  -2.7310
S  -2.4197  0.1112  -1.7521
S  -3.4274  -2.3010  -3.1924
S  0.6318  -0.7596  -3.2286
C  3.0935  1.4047  1.0948
C  3.3143  -0.0978  0.8594
C  1.9881  -0.8182  0.5474
Sb  2.0175  -2.8407  1.2657
C  3.7281  -3.3540  0.0700
C  4.7277  -4.1471  0.6375
C  5.8754  -4.4763  -0.0786
C  6.0383  -4.0133  -1.3765
C  5.0573  -3.2150  -1.9528
C  3.9169  -2.8864  -1.2330
C  0.4880  -3.6672  0.0152
C  0.6683  -4.1277  -1.2895
C  -0.3976  -4.6556  -2.0088
C  -1.6598  -4.7317  -1.4356
C  -1.8520  -4.2881  -0.1349
C  -0.7827  -3.7705  0.5864
Sb  2.5964  2.0845  3.0725
C  4.4700  1.5774  4.0207
C  4.5962  1.8158  5.3918
C  5.7687  1.5181  6.0740
C  6.8528  0.9836  5.3890
C  6.7550  0.7572  4.0229
C  5.5744  1.0531  3.3465
C  1.5712  0.3126  3.7599
C  0.2604  0.0947  3.3185
C  -0.4659  -1.0043  3.7601
C  0.0896  -1.8872  4.6769
C  1.3818  -1.6770  5.1315
C  2.1205  -0.5934  4.6673
H  2.2765  1.7712  0.4685
H  3.9763  1.9978  0.8337
H  3.8141  -0.5574  1.7224
H  4.0064  -0.2379  0.0253
H  1.7398  -0.8107  -0.5154
H  1.1591  -0.3303  1.0647
H  4.6135  -4.5107  1.6538
H  6.6432  -5.0880  0.3803
H  6.9273  -4.2708  -1.9394
H  5.1829  -2.8436  -2.9630
H  3.1689  -2.2460  -1.6913
H  1.6398  -4.0632  -1.7632
H  -0.2472  -4.9854  -3.0298
H  -2.4973  -5.1108  -2.0103
H  -2.8375  -4.3305  0.3137
H  -0.9530  -3.4161  1.5991
H  3.7609  2.2392  5.9425
H  5.8372  1.7046  7.1396
H  7.7686  0.7473  5.9180
H  7.5966  0.3439  3.4786
H  5.5240  0.8618  2.2805
H  -0.2034  0.7785  2.6110
H  -1.4659  -1.1748  3.3813
H  -0.4797  -2.7424  5.0208
H  1.8296  -2.3696  5.8348
H  3.1375  -0.4660  5.0169
F  -0.1305  7.5597  0.1094
C  -1.1496  7.0443  0.8169
F  -2.0676  8.0504  0.9231
F  -0.7053  6.8294  2.0636
C  -1.7597  5.8251  0.1815
C  -3.0630  5.9004  -0.2722
C  -3.6685  4.7966  -0.8636
C  -2.9120  3.6456  -0.9583
N  -1.6586  3.5546  -0.5270
C  -1.0230  4.6143  0.0284
S  0.6211  4.3759  0.4596
H  -3.6107  6.8266  -0.1662
H  -4.6821  4.8301  -1.2375
H  -3.3225  2.7484  -1.4143
O  -8.0312  -2.9426  2.3851
C  -7.2445  -1.9918  2.9546
O  -7.5805  -1.5202  4.0060
C  -5.9982  -1.6249  2.2185
C  -5.7845  -1.9341  0.8774
C  -4.6021  -1.5939  0.2447
C  -3.5915  -0.9327  0.9428
S  -2.0099  -0.5677  0.2519
C  -3.8263  -0.5847  2.2772
C  -5.0096  -0.9306  2.9061
H  -7.5991  -3.2795  1.5917
H  -6.5432  -2.4339  0.2823
H  -4.4593  -1.8424  -0.7956
H  -3.0718  -0.0222  2.8117
H  -5.1931  -0.6560  3.9375
Cl  -1.7637  4.6792  -9.6886
C  -1.7778  3.9573  -8.0860
C  -2.7879  3.0727  -7.7507
C  -2.7884  2.5047  -6.4828
C  -1.7974  2.8208  -5.5622
C  -0.7961  3.7127  -5.9245
C  -0.7771  4.2858  -7.1889
C  -1.8034  2.1956  -4.1735
O  -2.6813  1.3347  -3.9567
O  -0.9265  2.6284  -3.3813
H  -3.5560  2.8306  -8.4737
H  -3.5550  1.7999  -6.1866
H  -0.0359  3.9502  -5.1919
H  0.0006  4.9795  -7.4788